No. 1
Entry from the OMol25 dataset: a cluster of 6 separate species, C28H42N8O4 in total (wB97M-V/def2-TZVPD).

Geometry as XYZ:
```
82
Properties=species:S:1:pos:R:3:forces:R:3
C 0.0295 -3.4821 7.3997 -0.124 0.137 -0.176
C -1.2731 -4.0502 6.8158 0.051 0.044 0.243
C -1.7123 -3.3450 5.5399 -0.168 0.077 0.069
O -0.7915 -3.4266 4.4617 0.109 0.004 0.071
C -0.3770 -4.7190 4.1460 0.152 -0.264 0.061
O 0.2392 -4.6904 2.8713 -0.613 0.295 -0.140
C 1.0639 -3.6403 2.6552 0.245 0.296 0.539
O 2.0067 -3.3750 3.3683 -0.260 -0.015 -0.039
N 0.7596 -2.8958 1.5335 0.801 -1.172 -0.605
N -0.0950 -3.5409 0.5929 -0.063 0.420 0.096
C 1.9662 -2.2525 0.9708 -0.130 0.437 -0.085
C 2.0953 -0.8139 1.4506 0.175 -0.039 -0.182
C 1.0698 0.0887 0.7941 -0.072 -0.056 -0.181
N 1.3465 1.4469 0.9001 -0.429 -0.119 0.394
O 0.1326 -0.3273 0.1401 0.377 0.178 0.170
H 0.1249 -2.4206 7.1447 -0.017 -0.112 0.085
H 0.9120 -3.9815 6.9930 -0.067 0.035 0.078
H 0.0358 -3.5621 8.4889 0.120 -0.103 -0.112
H -1.1799 -5.1313 6.6658 -0.072 0.092 -0.029
H -2.0874 -3.9217 7.5401 0.074 0.013 -0.131
H -2.7044 -3.6966 5.2145 0.184 -0.108 0.003
H -1.8040 -2.2748 5.7552 0.007 -0.134 -0.123
H -1.2356 -5.3954 4.0344 0.149 0.026 0.033
H 0.3345 -5.1140 4.8852 -0.090 0.127 -0.054
H 0.4362 -4.2347 0.0703 -0.004 0.065 -0.013
H -0.3847 -2.8094 -0.0477 -0.127 -0.014 0.049
H 1.8742 -2.2479 -0.1197 -0.130 -0.056 0.191
H 2.8680 -2.8141 1.2308 -0.150 0.050 0.110
H 3.0859 -0.4308 1.1834 0.009 -0.048 0.104
H 2.0189 -0.7631 2.5415 -0.062 -0.028 -0.092
H 0.5386 2.0216 0.6890 0.111 -0.024 -0.161
H 1.7703 1.7201 1.7777 0.161 -0.024 -0.118
C -2.5101 0.1046 -1.8242 -0.004 0.050 -0.013
C -2.2917 -0.2331 -3.1893 0.018 0.024 -0.032
C -3.5199 -0.3071 -3.7960 -0.020 -0.014 -0.080
N -4.4687 -0.0270 -2.8556 0.022 0.041 0.026
C -3.8643 0.2219 -1.6539 -0.016 0.003 -0.010
H -1.7561 0.2346 -1.0647 -0.042 -0.044 -0.035
H -1.3399 -0.4103 -3.6651 0.007 -0.032 0.019
H -3.7970 -0.5361 -4.8118 -0.011 -0.024 0.006
H -5.4612 -0.0201 -3.0116 -0.022 -0.063 0.068
H -4.4495 0.4560 -0.7811 -0.001 -0.015 0.008
C -7.6244 -1.7749 -1.7694 0.024 0.010 0.008
C -8.1893 -1.4623 -0.5033 0.010 -0.001 0.006
C -8.9454 -0.3314 -0.6613 0.011 0.017 -0.020
N -8.8579 0.0529 -1.9703 0.006 -0.006 0.020
C -8.0577 -0.8227 -2.6538 0.050 0.082 -0.058
H -6.9756 -2.6024 -2.0027 0.001 -0.005 0.001
H -8.0555 -2.0062 0.4162 0.002 -0.005 0.001
H -9.5341 0.2291 0.0441 0.001 -0.003 0.010
H -9.3094 0.8551 -2.3685 -0.018 -0.006 -0.007
H -7.8692 -0.6953 -3.7070 -0.045 -0.039 -0.018
C -2.6973 1.6272 -8.7951 -0.007 0.008 -0.005
C -2.7747 2.9120 -8.1917 -0.007 -0.002 -0.009
C -2.5235 2.7499 -6.8547 0.000 -0.017 0.002
N -2.2973 1.4216 -6.6289 0.041 -0.031 0.029
C -2.4012 0.7296 -7.8035 0.001 0.005 0.027
H -2.8415 1.3905 -9.8359 0.001 0.001 -0.004
H -2.9899 3.8461 -8.6829 0.001 0.003 -0.004
H -2.4870 3.4632 -6.0495 -0.004 0.005 0.001
H -2.0971 1.0158 -5.7309 -0.048 0.046 0.040
H -2.2549 -0.3366 -7.8354 0.004 -0.004 -0.010
C 7.1418 1.5201 0.9789 0.008 0.022 0.007
C 7.2659 1.1274 -0.3815 0.006 0.005 0.000
C 6.0004 1.0314 -0.8946 -0.013 0.003 0.017
N 5.1176 1.3532 0.0990 -0.089 0.005 -0.029
C 5.8030 1.6533 1.2442 -0.051 -0.007 0.044
H 7.9431 1.6859 1.6801 0.003 -0.026 0.008
H 8.1793 0.9378 -0.9189 0.005 0.002 0.000
H 5.6556 0.7649 -1.8787 0.006 0.002 -0.007
H 4.1168 1.3707 0.0013 -0.004 0.071 -0.019
H 5.2853 1.9329 2.1467 0.004 -0.039 0.018
C 7.3768 7.0889 1.2691 -0.001 0.003 -0.002
C 6.5690 6.9804 0.1047 0.000 0.004 0.001
C 6.1929 5.6674 -0.0078 -0.010 -0.011 0.010
N 6.7393 4.9817 1.0396 -0.027 0.014 0.054
C 7.4618 5.8378 1.8221 -0.018 -0.006 -0.008
H 7.8420 7.9807 1.6541 0.002 0.003 0.000
H 6.2985 7.7734 -0.5722 0.001 0.003 -0.002
H 5.5874 5.1652 -0.7429 0.008 0.000 -0.013
H 6.6276 3.9945 1.2050 0.057 -0.020 -0.105
H 7.9738 5.4880 2.7022 0.009 0.008 0.002
```
Positions in Å, forces in eV/Å.

For the calculated total energy, the calculation gives -49826.4507 eV. As for the LUMO energy: 0.41 eV. As for the gap between HOMO and LUMO: 8.4954 eV. The SMILES is CCCOCOC(=O)N(N)CCC(N)=O.c1cc[nH]c1.c1cc[nH]c1.c1cc[nH]c1.c1cc[nH]c1.c1cc[nH]c1. As for the spin multiplicity: 1.

Löwdin charges, unit e, in atom order: -0.09, -0.24, -0.22, -0.10, -0.21, 0.04, -0.54, 0.11, -0.08, 0.09, -0.15, -0.09, -0.50, 0.14, 0.06, 0.08, 0.07, 0.07, 0.10, 0.11, 0.13, 0.13, 0.15, 0.13, 0.09, 0.08, 0.13, 0.13, 0.10, 0.13, 0.11, 0.10, -0.10, -0.12, -0.16, 0.01, -0.13, 0.06, 0.09, 0.10, 0.12, 0.11, -0.11, -0.11, -0.14, 0.00, -0.16, 0.09, 0.09, 0.11, 0.14, 0.11, -0.12, -0.12, -0.14, 0.01, -0.15, 0.09, 0.09, 0.11, 0.11, 0.10, -0.12, -0.10, -0.13, 0.01, -0.17, 0.10, 0.09, 0.11, 0.12, 0.11, -0.12, -0.12, -0.14, 0.01, -0.14, 0.09, 0.09, 0.10, 0.10, 0.10

***

No. 2
Entry from the OMol25 dataset: a cluster of 2 separate species, ClN2O2 in total (wB97M-V/def2-TZVPD).

Geometry as XYZ:
```
5
Properties=species:S:1:pos:R:3:forces:R:3
N 0.3784 -0.4678 -0.2570 -0.465 -0.654 0.485
N 0.6522 0.5855 0.1444 -0.086 0.080 0.029
O 1.0826 1.6527 -0.1059 0.929 2.406 -0.251
O -0.0817 -1.5046 0.0870 -0.472 -1.871 -0.258
Cl -4.0502 -0.0558 0.0498 0.094 0.038 -0.005
```
Positions in Å, forces in eV/Å.

For the calculated total energy, the calculation gives -19593.8038 eV. Its total charge is -1. As for the LUMO energy: 1.75 eV. As for the gap between HOMO and LUMO: 5.2243 eV. As for the spin multiplicity: 1.

Löwdin charges, unit e, in atom order: -0.05, -0.07, 0.05, 0.04, -0.97

***

No. 3
Entry from the OMol25 dataset: a cluster of 2 separate species, C3H4BrF in total (wB97M-V/def2-TZVPD).

Geometry as XYZ:
```
9
Properties=species:S:1:pos:R:3:forces:R:3
C 0.1187 -0.8758 0.9303 10.049 -4.457 8.362
C 0.3472 -0.9366 -0.6002 -0.351 0.599 1.614
C -0.8392 -0.5158 0.1846 -9.026 3.696 -8.342
F 0.1933 2.4956 0.1551 0.404 0.194 -0.590
Br -2.6208 0.0605 0.0109 1.293 -0.608 0.245
H 0.6568 2.7696 -0.6114 -0.388 -0.177 0.590
H 0.6248 -1.0268 1.9688 -1.115 0.556 -2.549
H 1.0472 -0.0924 -0.8405 -0.485 -0.748 -0.058
H 0.4720 -1.8783 -1.1977 -0.380 0.944 0.728
```
Positions in Å, forces in eV/Å.

For the calculated total energy, the calculation gives -75928.1749 eV. As for the LUMO energy (spin up / spin down): 0.74 / -2.17 eV. As for the gap between HOMO and LUMO (spin up / spin down): 5.7631 / 8.0940 eV. As for the spin multiplicity: 3.

Löwdin charges, unit e, in atom order: -0.15, -0.09, -0.82, -0.08, 0.70, 0.10, 0.12, 0.11, 0.11

***

No. 4
Entry from the OMol25 dataset: an isolated molecule of C10H18N3OP (wB97M-V/def2-TZVPD).

Geometry as XYZ:
```
33
Properties=species:S:1:pos:R:3:forces:R:3
C 3.6981 2.1428 -0.4354 0.041 0.929 0.764
C 2.4350 1.4000 -0.1186 -0.096 -0.235 -0.294
N 2.0234 0.6003 -1.2716 -0.634 0.759 0.781
P 0.6429 -0.3221 -1.1236 -0.302 -0.758 -1.252
O 0.9927 -1.5597 -1.8361 -0.081 -1.427 -0.258
N -0.5793 0.5482 -1.9217 1.523 0.461 0.555
C -1.7674 -0.1657 -2.3395 0.260 -1.263 -0.042
C -2.6870 0.8416 -2.9487 -2.203 -0.931 0.052
C 0.0576 -0.6983 0.5568 -0.505 2.299 -1.245
C 0.2765 -1.9458 1.0499 -0.732 -1.003 1.685
C -0.3518 -2.3079 2.2830 1.192 -1.205 -1.373
C -1.1149 -1.4036 2.9918 0.083 -0.076 0.914
N -1.5696 -1.6899 4.2839 -0.262 -0.091 -0.317
C -1.3289 -0.1436 2.4493 -0.081 0.956 -0.884
C -0.7836 0.2136 1.2264 0.248 -0.513 0.355
H 4.4668 1.4668 -0.7809 0.411 -0.160 0.122
H 3.9893 2.6579 0.5089 0.281 -0.243 -0.806
H 3.5378 2.8900 -1.2227 -0.017 -0.139 0.209
H 2.5683 0.7407 0.7568 -0.023 0.421 -0.029
H 1.6525 2.1361 0.0870 -0.080 -0.222 0.171
H 2.7408 -0.0291 -1.6156 -0.027 0.045 0.093
H -0.1434 0.9537 -2.7567 -0.004 0.067 0.519
H -2.1901 -0.6747 -1.4620 -0.125 0.257 -0.166
H -1.5057 -0.9874 -3.0549 -0.223 0.582 0.403
H -2.9643 1.5911 -2.2163 0.084 0.271 0.050
H -3.6483 0.3634 -3.2887 0.870 0.356 0.250
H -2.2532 1.3001 -3.8088 0.412 0.457 -0.594
H 0.8962 -2.6098 0.4555 -0.191 -0.237 0.284
H -0.2374 -3.3486 2.6492 0.030 0.825 -0.133
H -2.2675 -1.0369 4.6604 0.474 -0.944 -0.240
H -1.6361 -2.6862 4.5185 -0.228 0.970 -0.007
H -1.9568 0.5788 2.9482 -0.105 0.011 0.260
H -0.9925 1.1840 0.7763 0.008 -0.219 0.173
```
Positions in Å, forces in eV/Å.

For the calculated total energy, the calculation gives -26470.4922 eV. As for the LUMO energy: 0.85 eV. As for the gap between HOMO and LUMO: 9.3053 eV. The SMILES is CCNP(=O)(NCC)c1ccc(N)cc1. As for the spin multiplicity: 1.

Löwdin charges, unit e, in atom order: -0.11, -0.34, -0.13, 0.55, -0.33, -0.14, -0.35, -0.11, -0.30, -0.06, -0.02, -0.35, 0.09, -0.04, -0.08, 0.07, 0.09, 0.08, 0.11, 0.11, 0.10, 0.10, 0.11, 0.12, 0.07, 0.09, 0.06, 0.11, 0.12, 0.10, 0.10, 0.11, 0.10